A molecular structure, C2H6KS at a distorted geometry. Source: the OMol25 dataset; level of theory: wB97M-V/def2-TZVPD.

HOMO level	-13.0020	eV
E_tot	-29326.094	eV
energy relative to the best compared isomer or geometry (same formula, charge and spin)	5.58	kcal per mole
total charge	+1

Atoms and positions in Å:
S 1.347 -1.638 2.996
C 2.937 -2.426 3.303
C 0.392 -2.486 4.265
H 3.668 -2.010 2.588
H 2.882 -3.517 3.155
H 3.295 -2.227 4.327
H 0.381 -3.576 4.101
H 0.794 -2.286 5.273
H -0.645 -2.112 4.219
K 0.630 0.212 1.213

Mulliken population analysis, charges in e, atoms 1 to 2: number 1, S, carries -0.13; number 2, C, carries -0.81

A molecular structure, C2H6LuO3 at a distorted geometry. Source: the OMol25 dataset; level of theory: wB97M-V/def2-TZVPD.

HOMO level (spin up / spin down)	-7.2094 / -8.9985	eV
E_tot	-41930.199	eV
spin multiplicity	2

Atoms and positions in Å:
O -0.948 -0.721 -2.288
C -0.016 0.024 -1.590
H 0.627 0.657 -2.244
H 0.727 -0.734 -1.243
Lu -2.764 0.198 -1.587
O -0.966 1.132 -0.818
H 0.229 1.328 0.721
C 0.617 -0.405 1.850
O 1.057 0.513 0.884
H 0.961 -0.137 2.865
H -0.488 -0.448 1.886
H 0.963 -1.407 1.563

Mulliken population analysis, charges in e, atoms 1 to 2: number 1, O, carries -0.76; number 2, C, carries 0.35

- The highest E_tot belongs to which entry?
  C2H6KS

- Among the records above, which one has the highest E_tot?
  C2H6KS

- Among the records above, which one has the lowest E_tot?
  C2H6LuO3